1.
Formula: C30H50ClIN2O21S
Source: the OMol25 dataset
Level of theory: ωB97M-V/def2-TZVPD

```
106
C30H50ClIN2O21S | the OMol25 dataset | ωB97M-V/def2-TZVPD
C -0.375 1.663 -0.028
C 1.082 1.170 0.015
C 1.655 0.965 1.417
O 0.655 0.565 2.378
C 0.921 -0.520 3.155
C 2.000 -0.505 4.108
Cl 2.931 0.950 4.207
C 2.262 -1.548 4.964
I 3.844 -1.552 6.334
C 1.383 -2.665 4.937
N 1.443 -3.740 5.719
S 0.196 -4.668 5.278
N -0.455 -3.768 4.145
C 0.300 -2.671 4.034
C 0.076 -1.605 3.125
O -1.018 -1.726 2.326
C -0.775 -1.799 0.928
C -0.275 -3.138 0.453
C 1.180 -3.451 0.803
O -1.155 -4.163 0.899
H -0.414 2.656 -0.457
H -0.948 1.032 -0.698
H -0.855 1.681 0.940
H 1.225 0.269 -0.575
H 1.699 1.927 -0.457
H 2.472 0.252 1.398
H 2.075 1.904 1.758
H -0.099 -1.031 0.584
H -1.731 -1.611 0.453
H -0.348 -3.097 -0.638
H 1.774 -2.543 0.828
H 1.591 -4.157 0.091
H 1.230 -3.886 1.796
H -0.983 -4.930 0.351
C 2.418 5.735 -2.124
O 3.312 5.437 -3.201
C 3.624 4.148 -3.319
O 3.229 3.259 -2.615
O 4.446 4.017 -4.360
C 4.865 2.673 -4.612
H 2.254 6.808 -2.155
H 1.470 5.220 -2.259
H 2.865 5.462 -1.170
H 4.008 2.040 -4.835
H 5.410 2.276 -3.758
H 5.521 2.715 -5.475
C -1.168 9.589 -6.349
O -0.335 8.665 -5.646
C 0.779 8.330 -6.297
O 1.109 8.735 -7.380
O 1.458 7.471 -5.541
C 2.690 7.021 -6.114
H -2.028 9.771 -5.711
H -0.640 10.525 -6.524
H -1.499 9.166 -7.295
H 3.367 7.858 -6.276
H 2.510 6.500 -7.053
H 3.131 6.335 -5.399
C -5.324 2.549 0.373
O -5.754 2.705 -0.981
C -4.761 2.754 -1.867
O -3.588 2.683 -1.611
O -5.289 2.896 -3.079
C -4.328 2.969 -4.136
H -6.225 2.525 0.978
H -4.776 1.617 0.498
H -4.703 3.390 0.678
H -3.739 2.055 -4.182
H -3.675 3.829 -4.001
H -4.893 3.084 -5.058
C 7.653 -6.666 5.346
O 6.460 -7.399 5.626
C 5.444 -6.643 6.046
O 5.467 -5.451 6.195
O 4.397 -7.432 6.272
C 3.245 -6.720 6.739
H 8.388 -7.395 5.018
H 7.481 -5.940 4.555
H 8.014 -6.163 6.241
H 2.932 -5.982 6.005
H 3.456 -6.230 7.687
H 2.451 -7.449 6.882
C -4.583 3.898 -10.062
O -5.816 4.598 -9.888
C -6.354 4.468 -8.678
O -5.895 3.831 -7.766
O -7.488 5.163 -8.648
C -8.178 5.109 -7.397
H -4.265 4.091 -11.082
H -3.830 4.267 -9.369
H -4.727 2.828 -9.922
H -7.563 5.524 -6.601
H -8.458 4.085 -7.156
H -9.073 5.712 -7.516
C -1.639 -7.403 9.216
O -1.744 -8.824 9.109
C -0.625 -9.433 8.726
O 0.422 -8.896 8.476
O -0.861 -10.742 8.675
C 0.267 -11.525 8.277
H -2.613 -7.048 9.538
H -0.891 -7.129 9.957
H -1.393 -6.962 8.252
H 1.086 -11.405 8.982
H 0.592 -11.249 7.276
H -0.065 -12.559 8.278
```

Results
Charge   0
E   -4018.74713 a.u.
E_LUMO   -0.53 eV
F_max   0.0143 Eh/bohr
HOMO-LUMO gap   7.73 eV

---

2.
Formula: C30H50GeO2SeTc
Source: the OMol25 dataset
Level of theory: ωB97M-V/def2-TZVPD

```
85
C30H50GeO2SeTc | the OMol25 dataset | ωB97M-V/def2-TZVPD
Tc -0.305 -0.016 -2.349
C -1.890 1.333 -3.169
C -2.377 0.884 -1.911
C -1.443 1.338 -0.919
C -0.446 2.104 -1.646
C -0.682 2.139 -3.019
C 0.174 2.764 -4.118
C 1.574 2.016 -4.139
C -0.439 2.494 -5.478
C 0.391 4.231 -3.750
C -1.192 1.099 0.632
C -2.369 1.126 1.595
C -0.125 2.157 1.066
C -0.496 -0.287 0.849
C -3.673 0.110 -1.754
C -4.584 1.201 -1.030
C -3.557 -1.134 -0.893
C -4.364 -0.210 -3.128
H -2.440 1.084 -4.103
H 0.464 2.498 -1.236
H 1.460 1.022 -4.516
H 2.082 2.004 -3.185
H 2.196 2.510 -4.906
H -0.631 1.436 -5.554
H 0.287 2.754 -6.312
H -1.404 3.025 -5.622
H 0.811 4.341 -2.797
H -0.564 4.815 -3.910
H 1.142 4.716 -4.378
H -2.950 2.041 1.424
H -2.031 1.039 2.624
H -3.053 0.330 1.429
H -0.201 3.176 0.645
H 0.823 1.713 0.714
H -0.139 2.255 2.147
H -1.241 -1.043 1.036
H 0.142 -0.126 1.677
H 0.126 -0.613 0.018
H -4.652 1.072 0.022
H -5.557 1.294 -1.463
H -4.123 2.171 -1.142
H -3.234 -0.907 0.113
H -2.930 -1.951 -1.240
H -4.564 -1.514 -0.780
H -4.626 0.744 -3.637
H -5.249 -0.776 -2.832
H -3.724 -0.778 -3.833
C -0.087 -4.268 -3.137
C 0.438 -2.954 -2.859
O -0.446 -1.990 -2.755
C 1.833 -2.735 -2.557
C 2.761 -3.772 -2.731
C 4.056 -3.534 -2.527
C 4.552 -2.315 -2.120
C 3.707 -1.226 -2.101
C 2.326 -1.446 -2.279
O 1.587 -0.339 -2.144
H -1.178 -4.198 -3.147
H 0.209 -5.059 -2.443
H 0.233 -4.553 -4.116
H 2.431 -4.805 -3.015
H 4.727 -4.403 -2.658
H 5.573 -2.176 -1.800
H 4.064 -0.262 -1.801
C -0.852 0.102 5.358
Ge 0.819 -0.088 6.488
C 2.284 1.034 5.920
C 0.859 -0.369 8.437
C 1.357 -1.803 5.854
Se 2.171 -2.124 4.191
C 4.008 -1.664 4.651
H -1.066 1.077 4.977
H -1.643 -0.222 6.029
H -0.897 -0.618 4.529
H 2.150 2.103 6.209
H 2.219 1.002 4.821
H 3.304 0.724 6.330
H 0.744 0.572 9.054
H 1.843 -0.793 8.665
H 0.169 -1.142 8.744
H 0.471 -2.355 5.891
H 1.886 -2.177 6.740
H 4.119 -0.590 4.868
H 4.563 -1.973 3.741
H 4.292 -2.339 5.446
```

Results
Charge   +2
E   -5882.09776 a.u.
E_LUMO (alpha / beta)   -5.31 / -8.96 eV
F_max   0.0672 Eh/bohr
Expectation value of S²   3.78
2S+1   4
HOMO-LUMO gap (alpha / beta)   8.04 / 4.01 eV

---

3.
Formula: C30H50IrP4Se
Source: the OMol25 dataset
Level of theory: ωB97M-V/def2-TZVPD

```
86
C30H50IrP4Se | the OMol25 dataset | ωB97M-V/def2-TZVPD
Ir -0.243 0.530 0.148
P 0.039 2.532 1.296
P -2.483 1.001 -0.136
P 2.019 0.297 -0.119
H -1.712 -2.326 -4.645
C -0.940 -2.872 -4.091
C -0.614 -2.593 -2.812
H -1.021 -1.742 -2.255
C 0.263 3.812 0.018
C -1.207 3.267 2.431
C 1.540 2.794 2.324
C -3.118 -0.187 -1.395
C -3.537 0.832 1.380
C -2.823 2.666 -0.824
C 2.426 -1.201 -1.090
C 2.881 -0.052 1.477
C 2.769 1.742 -0.948
H -0.496 -3.722 -4.637
H 0.004 -3.319 -2.287
H 0.414 4.751 0.557
H -0.595 3.905 -0.637
H 1.141 3.607 -0.586
H -0.665 4.009 3.028
H -1.650 2.541 3.121
H -2.001 3.809 1.907
H 1.434 3.797 2.764
H 2.455 2.797 1.724
H 1.624 2.081 3.149
H -4.186 -0.006 -1.582
H -3.005 -1.227 -1.080
H -2.566 -0.040 -2.324
H -4.279 1.640 1.451
H -2.917 0.836 2.290
H -4.053 -0.138 1.362
H -3.900 2.793 -1.014
H -2.289 2.793 -1.776
H -2.493 3.454 -0.139
H 3.416 -1.018 -1.527
H 1.689 -1.362 -1.879
H 2.464 -2.087 -0.442
H 3.961 0.088 1.311
H 2.694 -1.090 1.764
H 2.547 0.598 2.291
H 3.736 1.436 -1.365
H 2.935 2.570 -0.249
H 2.126 2.082 -1.772
C 0.074 2.134 -4.919
C -0.192 0.823 -4.536
C 0.071 -0.168 -5.455
C 0.596 0.020 -6.732
C 0.872 1.333 -7.090
C 0.579 2.387 -6.212
Se -0.520 3.611 -3.783
H 0.836 4.013 -3.325
H -0.641 0.617 -3.566
H -0.155 -1.179 -5.170
H 0.761 -0.828 -7.405
H 1.282 1.590 -8.075
H 0.655 3.424 -6.545
C -2.082 -2.070 1.748
P -0.480 -1.180 1.740
C -0.374 -0.964 3.560
C -0.183 0.338 4.055
C 0.047 0.538 5.413
C -0.072 -0.539 6.301
C -0.399 -1.817 5.811
C -0.577 -2.049 4.442
C 0.580 -2.670 1.408
C 0.286 -3.562 0.356
C 1.171 -4.617 0.108
C 2.244 -4.880 0.964
C 2.399 -4.118 2.133
C 1.551 -3.032 2.368
H -2.727 -1.618 2.512
H -1.924 -3.129 1.962
H -2.536 -1.998 0.747
H -0.195 1.195 3.368
H 0.318 1.535 5.776
H 0.068 -0.378 7.370
H -0.515 -2.649 6.502
H -0.855 -3.065 4.093
H -0.611 -3.440 -0.248
H 1.038 -5.235 -0.771
H 2.981 -5.670 0.755
H 3.192 -4.323 2.848
H 1.656 -2.457 3.306
```

Results
Charge   +4
E   -5042.66580 a.u.
E_LUMO (alpha / beta)   -10.81 / -15.04 eV
F_max   0.0462 Eh/bohr
Expectation value of S²   8.79
2S+1   6
HOMO-LUMO gap (alpha / beta)   6.99 / 4.17 eV